Computed, not measured: a molecular structure, C25H20N4O3PdS in a non-equilibrium geometry, with ωB97M-V/def2-TZVPD.

Output
2S+1: 3
LUMO level (spin up / spin down): 0.55 / -2.12 eV
ΔE to the lowest compared entry with this formula, charge and spin: 16.4 kcal per mole
F_max: 3.0 eV Å⁻¹
E_HOMO (spin up / spin down): -7.57 / -7.87 eV

```
54
Properties=species:S:1:pos:R:3:mulliken_spin:R:1
Pd 0.0568 1.2517 -0.3062 1.11
S 2.3715 0.6469 -1.0014 -0.03
O 1.7555 -0.4213 -1.7515 -0.01
O 2.1616 0.5842 0.4531 0.04
O -2.2715 1.2570 1.7150 0.07
N 1.7212 2.0280 -1.5318 0.07
N 8.2134 0.7863 -1.9591 0.00
N 0.9052 3.6095 -0.0847 0.03
N 3.2204 3.5812 -0.6137 0.01
C -1.8255 -1.0936 -1.8479 0.14
C -3.0699 -2.8502 -2.9064 0.14
C 2.3732 5.1442 0.9670 0.01
C -3.8571 -1.9453 -0.8280 0.12
C -4.6631 0.5338 1.6816 -0.01
C -6.9280 -0.0569 2.2451 0.00
C -5.0966 1.7944 1.2935 0.01
C 6.3308 1.1107 -0.4981 0.00
C 4.6193 0.2949 -2.5242 0.00
C -2.5835 -0.1364 0.2612 0.27
C -4.0075 -2.8218 -1.8834 -0.06
C 1.1112 4.6045 0.7618 0.00
C 5.9776 0.3566 -2.7614 0.00
C -1.6844 0.9056 0.5201 0.08
C -1.9780 -1.9869 -2.8835 -0.06
C -6.4370 2.1291 1.3957 0.00
C -5.5881 -0.3922 2.1521 0.00
C 6.8530 0.7672 -1.7502 0.00
C 1.9810 3.1052 -0.7353 0.00
C 4.1205 0.6387 -1.2795 0.00
C -7.3559 1.2081 1.8725 0.00
C -3.2178 0.1555 1.6062 0.03
C -2.7659 -1.0637 -0.7979 0.03
C 4.9731 1.0484 -0.2675 0.00
C 3.4031 4.5838 0.2294 0.00
H 3.9239 -0.0157 -3.2887 0.00
H -4.5877 -1.9164 -0.0310 0.02
H 8.5331 0.8187 -2.9110 0.00
H -5.2557 -1.3764 2.4580 0.00
H 7.0106 1.4187 0.2858 0.00
H 6.3797 0.0784 -3.7252 0.00
H 4.4252 4.9355 0.3208 0.00
H 2.5434 5.9476 1.6660 0.00
H 0.2392 4.9731 1.2906 0.00
H -7.6323 -0.7831 2.6259 0.00
H -4.8606 -3.4854 -1.9136 0.00
H -8.3977 1.4840 1.9628 0.00
H 8.7704 1.3087 -1.3051 0.00
H 4.5574 1.3105 0.6925 0.00
H -0.9680 -0.4083 -1.8118 -0.05
H -6.7637 3.1185 1.1070 0.00
H -4.3803 2.5175 0.9289 0.00
H -3.1879 -3.5361 -3.7324 0.01
H -1.2456 -2.0292 -3.6762 0.00
H -2.9752 -0.6047 2.3549 0.01
```